Record 1
C7H12 | ωB97M-V with the def2-TZVPD basis set

Geometry as ORCA input:
```
! wB97M-V def2-TZVPD RIJCOSX def2/J DEFGRID3
* xyz 0 1
H -1.604 -0.431 1.551
H 1.010 -2.723 -1.674
C 0.523 -1.952 -1.066
C 0.995 0.619 1.540
H -0.297 -1.679 -1.735
H -0.008 -2.516 -0.283
H -2.022 -1.059 -0.125
H -1.762 2.463 0.503
C -1.396 -0.367 0.473
C -1.049 2.158 -0.283
H -0.083 2.608 -0.048
H 0.355 0.834 2.393
C -0.849 0.654 -0.343
C 1.263 -0.771 -0.483
C 0.399 0.156 0.408
H 1.712 -0.199 -1.304
H 2.176 -1.087 0.047
H -1.426 2.533 -1.236
H 2.060 0.761 1.666
*
```

Output
**Lowest unoccupied orbital energy**: -0.9 eV
**Energy above the lowest of the compared OMol25 structures with the same formula, charge and spin**: 151.15 kcal/mol
**Orbital gap**: 5.75 eV
**Energy**: -273.6677 a.u.

***

Record 2
C7H12 | ωB97M-V with the def2-TZVPD basis set

Geometry as ORCA input:
```
! wB97M-V def2-TZVPD RIJCOSX def2/J DEFGRID3
* xyz 0 1
C -0.869 -0.463 0.270
H 0.273 -1.551 -1.379
H -1.610 -2.352 1.176
C 2.554 1.259 -0.613
H -0.882 1.798 0.572
H 1.469 1.216 -1.225
C 0.432 0.606 -0.795
H 2.713 0.620 0.254
C -2.278 -0.695 -0.169
H 1.127 -1.290 0.182
H 3.234 0.993 -1.427
H -2.135 -0.838 2.058
C -1.780 -1.279 1.129
C -0.238 0.913 0.528
H 2.638 2.316 -0.352
C 0.381 -0.883 -0.518
H -2.970 0.142 -0.122
H -2.446 -1.372 -1.003
H 0.388 0.859 1.432
*
```

Output
**Lowest unoccupied orbital energy**: 1.1 eV
**Energy above the lowest of the compared OMol25 structures with the same formula, charge and spin**: 127.69 kcal/mol
**Orbital gap**: 8.82 eV
**Energy**: -273.7051 a.u.

***

Record 3
C7H12 | ωB97M-V with the def2-TZVPD basis set

Geometry as ORCA input:
```
! wB97M-V def2-TZVPD RIJCOSX def2/J DEFGRID3
* xyz 0 1
C -2.320 -0.483 -0.093
H -1.906 -1.435 -0.447
H -0.991 0.950 -2.242
H 3.130 -0.701 -0.130
C -0.472 0.759 -1.304
H -0.197 -0.840 1.307
C -0.086 0.207 0.996
C 0.845 0.652 -1.167
C 2.182 -0.835 0.404
H 1.570 0.754 -1.973
H -1.682 1.532 0.290
C -1.218 0.577 -0.001
H 1.690 -1.728 0.001
H -0.130 0.812 1.906
C 1.268 0.382 0.259
H -2.796 -0.654 0.881
H 1.805 1.259 0.651
H 2.415 -1.024 1.459
H -3.106 -0.185 -0.797
*
```

Output
**Lowest unoccupied orbital energy**: 1.2 eV
**Energy above the lowest of the compared OMol25 structures with the same formula, charge and spin**: 2.61 kcal/mol
**Orbital gap**: 10.34 eV
**Structure (SMILES)**: C[C@@H]1C=C[C@H](C)C1
**Energy**: -273.9044 a.u.

***

Record 4
C7H12 | ωB97M-V with the def2-TZVPD basis set

Geometry as ORCA input:
```
! wB97M-V def2-TZVPD RIJCOSX def2/J DEFGRID3
* xyz 0 1
C 2.067 -1.423 0.914
C -3.272 1.423 -1.008
H -1.272 2.152 -0.522
C -1.352 0.071 -0.173
H 0.573 0.851 0.394
H 0.008 -2.139 0.331
H -3.350 1.438 -2.106
C 0.036 -0.089 0.249
H 3.234 0.452 0.992
H 4.010 -0.811 0.112
H 2.075 -1.321 2.003
H 2.621 0.061 -0.583
C -1.858 1.239 -0.541
H -3.660 2.387 -0.668
H 2.378 -2.430 0.650
H -3.922 0.608 -0.671
C 3.027 -0.389 0.319
H -1.979 -0.821 -0.162
C 0.634 -1.260 0.468
*
```

Output
**Lowest unoccupied orbital energy**: 1.2 eV
**Energy above the lowest of the compared OMol25 structures with the same formula, charge and spin**: 21.06 kcal/mol
**Orbital gap**: 9.46 eV
**Structure (SMILES)**: C/C=C/C=C/CC
**Energy**: -273.8750 a.u.

***

Record 5
C7H12 | ωB97M-V with the def2-TZVPD basis set

Geometry as ORCA input:
```
! wB97M-V def2-TZVPD RIJCOSX def2/J DEFGRID3
* xyz 0 1
H -3.183 2.363 1.015
C 2.861 -0.977 -1.048
H 2.416 -1.303 1.159
C -0.476 -0.877 0.339
H 1.616 -2.448 0.192
H 1.042 0.454 -0.178
C 1.955 -1.439 0.148
H 3.992 -1.110 -0.957
H -1.047 -1.672 0.890
C -1.482 0.079 -0.071
H -3.201 1.913 -0.676
C -1.506 1.238 0.590
H 2.394 -1.439 -1.974
H -2.335 -0.232 -0.755
C 0.769 -0.510 0.117
H -0.692 1.631 1.265
C -2.469 2.271 0.160
H -1.668 2.994 -0.139
H 2.756 0.143 -1.246
*
```

Output
**Lowest unoccupied orbital energy**: 1.2 eV
**Energy above the lowest of the compared OMol25 structures with the same formula, charge and spin**: 69.49 kcal/mol
**Orbital gap**: 9.64 eV
**Structure (SMILES)**: C/C=C/C=C/CC
**Energy**: -273.7978 a.u.

***

Record 6
C7H12 | ωB97M-V with the def2-TZVPD basis set

Geometry as ORCA input:
```
! wB97M-V def2-TZVPD RIJCOSX def2/J DEFGRID3
* xyz 0 1
H -0.605 1.331 -1.062
H 0.729 0.737 2.284
C -2.626 -0.143 -0.096
H -3.178 -0.859 0.520
H 1.749 -1.479 -0.924
C 1.821 -0.899 -0.003
H -3.201 0.001 -1.028
C 0.146 0.477 1.385
C -0.207 0.317 -0.930
H 2.963 0.866 0.742
C 0.880 0.278 0.143
H 0.211 -0.026 -1.883
H -2.631 0.834 0.409
H 2.647 0.881 -1.055
H -0.836 0.900 1.425
H 2.045 -1.490 0.882
C 2.347 0.511 -0.080
C -1.209 -0.584 -0.290
H -1.044 -1.653 -0.439
*
```

Output
**Lowest unoccupied orbital energy (alpha / beta)**: 0.9 / 0.6 eV
**Energy above the lowest of the compared OMol25 structures with the same formula, charge and spin**: 100.55 kcal/mol
**Orbital gap (alpha / beta)**: 8.53 / 8.11 eV
**Energy**: -273.7483 a.u.

***

Record 7
C7H12 | ωB97M-V with the def2-TZVPD basis set

Geometry as ORCA input:
```
! wB97M-V def2-TZVPD RIJCOSX def2/J DEFGRID3
* xyz 0 1
H -0.542 -1.694 -0.021
H -2.803 -1.258 0.916
C -0.646 -0.987 0.794
C 0.333 0.164 0.585
H -2.238 0.065 1.837
H 0.466 -1.407 -1.772
H 0.691 2.145 1.440
H -2.271 0.279 0.113
H -0.306 -1.415 1.740
C 1.458 -0.059 -2.968
C 0.877 -0.400 -1.808
H 1.661 0.989 -3.161
C -2.066 -0.455 0.891
H 1.337 0.823 2.389
H 1.634 -0.844 -3.687
C 0.873 0.428 -0.612
H -0.396 1.157 2.324
C 0.519 1.107 1.727
H 1.420 1.360 -0.726
*
```

Output
**Lowest unoccupied orbital energy**: 1.1 eV
**Energy above the lowest of the compared OMol25 structures with the same formula, charge and spin**: 24.99 kcal/mol
**Orbital gap**: 9.37 eV
**Structure (SMILES)**: C=C/C=C(/C)CC
**Energy**: -273.8687 a.u.

***

Record 8
C7H12 | ωB97M-V with the def2-TZVPD basis set

Geometry as ORCA input:
```
! wB97M-V def2-TZVPD RIJCOSX def2/J DEFGRID3
* xyz 1 2
H -2.376 -0.866 -2.479
H 1.890 -1.576 -0.034
C 1.486 1.924 0.167
H 2.159 -0.699 1.448
H -1.574 1.175 -1.234
C 0.134 -0.833 0.963
C 0.380 1.356 0.583
H -0.623 -0.829 -2.398
H 2.001 1.555 -0.715
H 1.869 2.807 0.653
H -0.487 -1.050 1.836
H -0.092 1.772 1.470
C -0.342 0.146 0.061
C 1.493 -1.428 0.968
H -2.494 0.144 -0.156
H 1.519 -2.317 1.599
C -1.530 -0.913 -1.802
H -1.527 -1.895 -1.324
C -1.573 0.205 -0.740
*
```

Output
**Lowest unoccupied orbital energy (alpha / beta)**: -6.1 / -6.4 eV
**Energy above the lowest of the compared OMol25 structures with the same formula, charge and spin**: 39.04 kcal/mol
**Orbital gap (alpha / beta)**: 7.53 / 8.68 eV
**Energy**: -273.5164 a.u.

***

Which of these has the lowest energy?
number 3

***

energy of number 8 (C7H12)?
-273.5164 a.u.